Density functional theory data (ωB97M-V/def2-TZVPD) for a molecular structure, C52H58ClN4O12Pb.

Summary:
**Max |F|**: 5.5 eV/A
**Energy relative to the best compared isomer or geometry (same formula, charge and spin)**: 0.00 kJ/mol
**LUMO energy (spin up / spin down)**: 0.8650 / -0.8584 eV
**Charge**: -1

Each line ends with the Mulliken charge.
Geometry (Å):
Pb: -2.31 -1.02 0.26  1.4781
C: 0.70 -4.17 0.86  -1.8918
C: 1.61 -2.94 0.67  1.2610
C: 1.17 -1.79 1.56  -0.9745
C: 1.67 -2.60 -0.82  0.8918
C: 1.75 -3.73 -1.65  -1.0722
C: 1.50 -3.65 -3.02  -1.5320
C: 1.15 -2.46 -3.58  0.1622
C: 1.37 -1.32 -2.82  -0.4143
C: 1.20 -0.01 -3.50  2.0826
C: -0.34 0.19 -3.52  -1.3318
C: 1.91 -0.03 -4.82  -1.7325
C: 1.91 -1.38 -1.51  -1.1014
N: 2.59 -0.31 -0.80  0.0342
C: 3.77 -0.15 -0.41  1.1971
C: 4.24 0.97 0.55  -0.5290
N: 3.25 1.69 1.24  0.4583
C: 3.11 3.18 1.40  -0.8196
C: 3.13 3.57 2.69  0.5712
C: 2.80 4.88 3.00  -0.5801
C: 2.54 5.80 2.00  -1.4599
C: 2.67 5.44 0.68  -0.4954
C: 2.89 4.08 0.36  1.0217
C: 3.18 3.64 -1.10  2.0483
C: 4.61 4.02 -1.48  -1.3352
C: 2.13 4.19 -2.07  -1.7487
C: 3.76 2.83 3.87  0.1101
C: 2.65 2.90 5.22  -1.2829
C: 5.07 3.35 4.38  -1.4553
C: 5.70 0.94 0.52  -0.5850
C: 6.74 1.60 1.07  0.5741
C: 8.02 1.15 0.92  -1.1063
C: 8.41 0.07 0.24  -0.7551
C: 7.41 -0.74 -0.42  0.5700
C: 7.52 -1.98 -1.14  -0.6898
C: 6.44 -2.74 -1.54  -1.1247
C: 5.13 -2.15 -1.43  0.5575
C: 5.01 -0.95 -0.86  0.1011
C: 6.12 -0.22 -0.28  -0.0667
H: 0.36 -4.27 1.89  0.4394
H: 1.19 -5.09 0.55  0.3417
H: -0.18 -4.09 0.27  0.5122
H: 2.62 -3.25 0.94  0.1778
H: 0.41 -1.19 1.11  0.0233
H: 2.02 -1.06 1.77  -0.0995
H: 0.70 -2.07 2.51  0.4550
H: 1.94 -4.69 -1.25  0.4693
H: 1.45 -4.55 -3.57  0.4344
H: 0.80 -2.43 -4.58  0.5107
H: 1.65 0.75 -2.85  -0.5885
H: -0.84 -0.78 -3.65  0.2851
H: -0.59 0.88 -4.34  0.4097
H: -0.78 0.61 -2.61  0.2012
H: 1.34 -0.57 -5.57  0.4002
H: 2.91 -0.44 -4.69  0.3415
H: 2.10 1.00 -5.11  0.4901
H: 2.64 4.98 4.06  0.5395
H: 2.29 6.80 2.24  0.4518
H: 2.43 6.18 -0.10  0.2172
H: 3.07 2.60 -1.24  -0.9922
H: 5.26 3.22 -1.08  0.1668
H: 4.98 4.97 -1.10  0.2958
H: 4.60 4.11 -2.54  0.4800
H: 2.50 4.16 -3.12  0.3835
H: 1.92 5.20 -1.90  0.4182
H: 1.22 3.59 -2.02  0.3938
H: 3.77 1.79 3.71  0.6438
H: 1.71 3.28 4.67  0.3851
H: 3.03 3.69 5.84  0.4045
H: 2.59 1.94 5.91  0.2462
H: 5.09 4.40 4.57  0.3414
H: 5.99 3.13 3.79  0.2412
H: 5.11 2.83 5.28  0.5224
H: 6.57 2.39 1.80  0.4167
H: 8.80 1.65 1.46  0.3752
H: 9.45 -0.26 0.10  0.3863
H: 8.56 -2.35 -1.24  0.2855
H: 6.50 -3.74 -2.01  0.3875
H: 4.30 -2.77 -1.82  0.2534
O: 4.01 -3.27 8.66  -0.6512
H: 3.65 -3.10 7.79  0.3260
H: 4.93 -3.61 8.50  0.3251
O: -5.27 3.69 0.37  -0.6635
H: -6.10 3.78 -0.21  0.3416
H: -5.57 3.06 1.22  0.3346
O: -1.05 0.67 1.46  -0.8348
H: -1.39 1.59 1.48  0.0930
H: 2.42 1.31 0.94  0.3281
H: -3.29 0.61 -0.55  -0.0370
O: -3.07 -3.81 1.95  -0.6063
C: -3.80 -2.91 2.21  0.5390
O: -3.93 -1.66 1.87  -0.7567
C: -5.06 -3.30 3.02  0.1584
C: -5.30 -4.63 3.34  -0.6116
C: -6.56 -4.90 3.73  0.1536
C: -7.61 -4.02 3.91  -0.4026
C: -7.26 -2.73 3.69  -0.0287
C: -6.00 -2.35 3.28  -0.6010
N: -8.13 -1.69 4.08  1.0438
O: -9.23 -2.02 4.46  -0.6484
O: -7.72 -0.54 4.04  -0.6079
N: -6.85 -6.18 4.18  1.0139
O: -7.88 -6.39 4.85  -0.6192
O: -6.04 -7.04 3.96  -0.6184
H: -4.51 -5.33 3.17  0.6185
H: -8.66 -4.23 4.23  0.4833
H: -5.73 -1.32 3.11  0.6866
C: -8.23 0.06 -5.55  -1.2120
C: -7.35 0.95 -4.69  0.7940
C: -7.54 2.34 -4.73  -0.8183
C: -6.78 3.19 -3.97  0.4379
Cl: -6.65 4.84 -4.56  -0.2678
C: -5.80 2.79 -3.04  -1.0147
C: -5.54 1.37 -3.08  -0.1085
C: -6.19 0.46 -3.98  0.2569
O: -5.72 -0.80 -4.29  -0.4165
C: -5.28 -1.87 -3.24  -0.6017
C: -3.76 -2.04 -2.90  0.4848
O: -2.99 -2.01 -3.77  -0.5493
O: -3.60 -1.98 -1.58  -0.4678
H: -7.75 -0.72 -6.25  0.2523
H: -8.81 0.75 -6.16  0.3685
H: -8.97 -0.52 -5.00  0.2737
H: -8.11 2.65 -5.65  0.1884
H: -5.23 3.57 -2.51  0.6909
H: -4.79 0.87 -2.46  0.2871
H: -5.79 -2.73 -3.77  0.1989
H: -5.76 -1.59 -2.31  0.3828